No. 1
{"formula": "C18H42BFO9P2", "method": "ωB97M-V/def2-TZVPD", "smiles": "C[C@@H](F)CBC[C@H]1CO1.CCOP(=O)(OCC)OCC.CCOP(=O)(OCC)OCC", "gap_ev": 6.493, "energy_ev": -59733.7545, "species": ["P", "P", "F", "O", "O", "O", "O", "O", "O", "O", "O", "O", "C", "C", "C", "C", "C", "C", "C", "C", "C", "C", "C", "C", "C", "C", "C", "C", "C", "C", "B", "H", "H", "H", "H", "H", "H", "H", "H", "H", "H", "H", "H", "H", "H", "H", "H", "H", "H", "H", "H", "H", "H", "H", "H", "H", "H", "H", "H", "H", "H", "H", "H", "H", "H", "H", "H", "H", "H", "H", "H", "H", "H"], "coordinates": [[4.70671, -2.81838, 4.55748], [-3.76221, 4.02427, -3.53764], [1.96879, -0.49809, -2.18562], [3.48686, -2.97141, 3.61615], [-5.07302, 3.85549, -4.55471], [-3.35676, -2.33760, 0.33283], [-4.56274, 3.74294, -2.11618], [-4.31233, 5.65435, -3.35566], [5.81406, -2.58485, 3.33258], [4.42480, -1.22174, 4.89187], [6.06962, -2.64740, 5.60921], [-3.26984, 2.56530, -3.70051], [-3.70704, -1.32840, -0.79594], [3.40798, -0.91123, 5.83076], [0.85591, -1.28811, -1.55615], [-2.70078, -1.43454, -2.26795], [-5.06699, 2.85138, -5.56029], [-3.03701, 6.45227, -5.28172], [-3.79274, 3.65831, -0.92798], [6.35611, -3.80392, 6.38314], [0.01763, -2.17040, -2.67296], [-3.23652, 5.01124, -0.52793], [3.81576, -1.29548, 7.23998], [5.54520, -3.08047, 2.02815], [4.83863, -2.03304, 1.17991], [1.50432, -2.19752, -0.35030], [-4.71403, -2.70666, -0.53039], [-5.68217, 1.55813, -5.04561], [-3.39271, 6.63385, -3.81769], [6.61592, -5.02800, 5.52465], [-1.46994, -2.47843, -1.96116], [5.52420, -3.98994, 7.06968], [-2.49040, 6.59720, -3.19923], [-4.45680, 3.29095, -0.13911], [-4.51121, -2.96257, -1.68132], [-4.17283, -0.19846, -0.50425], [-3.94117, 6.43477, -5.90082], [0.55447, -3.16046, -3.00546], [-5.66240, 3.22578, -6.40257], [-2.26296, -0.35114, -2.42539], [-0.20527, -1.49692, -3.60425], [3.10377, -0.89927, 7.96844], [2.47278, -1.40131, 5.54650], [-2.79348, 4.96560, 0.47016], [7.41268, -4.83003, 4.79865], [1.91697, -1.45373, 0.48195], [3.24379, 0.16994, 5.78222], [6.90374, -5.88004, 6.14768], [-4.05296, 2.69563, -5.94334], [-2.99005, 2.92640, -1.05266], [6.50860, -3.33097, 1.56639], [5.53886, -1.24131, 0.89468], [5.72404, -5.31068, 4.95761], [4.44191, -2.48634, 0.26359], [4.01860, -1.54398, 1.71368], [-4.40744, -3.76853, -0.20835], [4.81450, -0.91924, 7.47603], [-1.51475, -3.41084, -1.24788], [-2.38629, 7.26316, -5.62233], [0.09694, -0.49244, -1.09784], [2.34341, -2.91036, -0.75453], [0.71320, -2.88209, 0.20461], [-2.45837, 5.32658, -1.22264], [-6.76762, 1.66587, -4.95225], [7.24124, -3.58239, 6.98729], [-3.42575, -1.74958, -3.12932], [4.97520, -4.01407, 2.08050], [-4.01816, 5.77526, -0.53683], [-3.85653, 7.61388, -3.66952], [-5.47789, 0.73410, -5.73970], [3.83623, -2.37937, 7.35117], [-2.51260, 5.50655, -5.44759], [-5.31170, 1.28251, -4.05399]], "forces_ev_per_angstrom": [[2.18, 7.82, -5.75], [-8.95, -4.15, 1.12], [-2.25, -1.65, 1.16], [0.26, -3.19, 3.35], [1.24, 0.89, -0.45], [-0.18, 3.59, -5.03], [0.74, 0.12, 0.24], [3.64, -0.47, -0.60], [0.05, -1.35, 0.86], [-0.44, -0.37, 0.53], [-2.27, -2.84, 0.73], [3.33, 3.16, -0.31], [-0.27, -1.36, 2.23], [-0.03, 0.34, 0.17], [-0.25, -0.43, 0.24], [-1.09, 0.66, 2.28], [-0.09, -0.46, -0.22], [-0.23, 0.14, -0.14], [-0.18, 0.06, 0.35], [0.55, -0.44, 0.39], [-0.20, 0.70, 0.09], [0.03, 0.07, 0.17], [-0.02, 0.08, 0.16], [-0.17, 0.03, -0.50], [0.07, 0.15, -0.20], [-0.17, 0.52, 0.32], [2.54, 0.10, -1.98], [-0.22, -0.17, 0.00], [0.14, 0.76, -0.31], [0.29, 0.02, -0.08], [0.89, 1.18, -1.39], [0.12, -0.06, 0.16], [0.03, 0.21, 0.00], [-0.02, 0.00, -0.21], [0.74, -0.23, 1.64], [1.34, -3.51, -0.55], [0.16, 0.04, 0.14], [-0.79, 2.04, 0.78], [0.04, 0.11, 0.24], [-1.12, -2.03, 0.07], [0.79, -1.13, 1.62], [0.03, -0.06, -0.05], [-0.05, 0.02, -0.02], [0.01, 0.00, -0.08], [-0.13, -0.02, 0.17], [-0.66, -1.72, -1.95], [0.10, -0.14, -0.14], [-0.08, 0.08, -0.09], [-0.15, -0.09, 0.16], [0.04, -0.06, 0.02], [-0.05, 0.11, 0.24], [-0.04, -0.12, 0.01], [-0.11, -0.07, -0.02], [0.10, 0.12, 0.16], [0.07, -0.30, 0.01], [-2.11, 1.14, 0.41], [-0.14, 0.02, -0.06], [-0.40, -0.20, 0.18], [-0.04, -0.14, 0.03], [1.87, -1.49, -0.99], [-1.58, 1.60, 0.71], [1.35, 1.53, -1.42], [0.16, 0.09, -0.05], [0.12, 0.01, -0.06], [-0.12, 0.12, -0.10], [1.47, 0.75, 1.52], [-0.04, 0.24, -0.03], [0.05, -0.15, 0.03], [-0.05, -0.18, 0.08], [-0.05, 0.12, 0.11], [-0.02, -0.17, 0.10], [0.12, -0.08, -0.01], [0.17, 0.10, -0.21]], "mulliken_charge": [1.005, 0.969, -0.378, -0.696, -0.342, -0.334, -0.407, -0.224, -0.345, -0.389, -0.240, -0.645, 0.334, -0.318, 0.404, -0.662, -0.354, -1.119, -0.206, -0.226, -0.634, -1.061, -0.954, -0.447, -0.827, -0.809, -0.741, -0.975, -0.223, -1.113, 0.264, 0.247, 0.250, 0.347, 0.139, 0.209, 0.259, 0.259, 0.361, 0.199, 0.247, 0.423, 0.263, 0.433, 0.261, 0.223, 0.340, 0.408, 0.319, 0.195, 0.380, 0.324, 0.338, 0.265, 0.214, 0.384, 0.237, -0.084, 0.408, 0.132, 0.222, 0.289, 0.190, 0.302, 0.360, 0.313, 0.324, 0.259, 0.361, 0.325, 0.184, 0.348, 0.235]}

=====

No. 2
{"formula": "C34H31N5O3S4Ti", "method": "ωB97M-V/def2-TZVPD", "gap_ev": [5.046, 5.069], "spin_multiplicity": 2, "energy_ev": -115807.2043, "charge": 1, "species": ["Ti", "S", "S", "S", "S", "O", "O", "O", "N", "N", "N", "N", "N", "C", "C", "C", "C", "C", "C", "C", "C", "C", "C", "C", "C", "C", "C", "C", "C", "C", "C", "C", "C", "C", "C", "C", "C", "C", "C", "C", "C", "C", "C", "C", "C", "C", "C", "H", "H", "H", "H", "H", "H", "H", "H", "H", "H", "H", "H", "H", "H", "H", "H", "H", "H", "H", "H", "H", "H", "H", "H", "H", "H", "H", "H", "H", "H", "H"], "coordinates": [[0.37225, 0.91395, 0.71984], [2.17007, 2.00943, 1.81450], [3.80196, -0.30549, -0.03958], [1.75678, -0.70458, -0.21083], [3.76146, 0.75636, 1.71995], [-0.62176, 4.06221, -2.02407], [-2.14408, 0.70727, 4.11881], [-1.05341, -0.00409, -0.54536], [-1.12178, 2.55200, 1.19082], [-2.99067, -2.79842, -1.38209], [-1.89634, -1.92741, -1.61220], [0.45995, 2.39775, -0.89383], [-0.43572, 0.40952, 2.68376], [-2.58772, 4.27506, 0.41215], [1.06750, 2.34525, -2.24544], [-0.92574, -2.22117, -2.57949], [-1.43698, 1.16381, 3.06467], [4.73904, 1.63880, -2.60492], [5.27161, 2.85841, -2.26918], [2.53320, 2.52390, -2.12942], [-1.82326, -1.02843, -0.55728], [-0.54830, -3.52681, -2.94477], [0.89099, -1.29980, 3.94105], [3.10405, -0.98110, 4.77636], [0.65245, -1.30380, -4.22286], [-0.46589, -0.89584, 3.45450], [-3.55074, -2.51628, -0.17917], [2.33367, -3.21320, 4.21523], [0.43326, -3.65912, -3.93064], [-0.46959, 3.33427, -0.88713], [0.90897, -2.60001, -4.62994], [-1.86483, 2.34203, 2.27058], [-2.87521, -1.43510, 0.38820], [1.86531, -0.42644, 4.37088], [3.32668, -2.34021, 4.64459], [-4.74716, -3.30972, 0.29422], [-3.02647, 3.11773, 2.49324], [1.11982, -2.68910, 3.90497], [0.29080, 3.39199, -3.02422], [4.48109, 3.90710, -1.73013], [-1.50934, -0.60779, 4.53682], [-1.41878, 3.45749, 0.21976], [-3.38220, 4.08173, 1.55157], [3.36514, 1.49627, -2.62427], [-0.28247, -1.11020, -3.21125], [-3.66751, -3.44574, -2.46732], [3.11663, 3.70102, -1.61372], [1.61979, -2.83013, -5.42090], [-4.84445, -3.18481, 1.37614], [-2.21414, -1.39893, 4.66286], [0.83190, 1.40319, -2.71858], [3.80532, -0.26199, 5.22460], [-5.66701, -2.89612, -0.15745], [-4.61518, -2.94092, -2.69972], [2.86560, 0.59959, -2.93950], [1.70896, 0.63772, 4.35671], [4.33222, -2.70937, 4.92579], [0.85709, -4.64117, -4.07774], [1.04924, -0.41304, -4.77449], [-0.43819, 2.92404, -3.70287], [-3.07255, -0.96015, 1.38161], [-3.02704, -3.52643, -3.35536], [-0.88386, -1.70107, 2.79856], [0.25124, -3.29149, 3.53060], [-0.63403, -0.10944, -2.95495], [6.37199, 3.02237, -2.50542], [2.49181, -4.29273, 4.23427], [2.46251, 4.47239, -1.21931], [-2.82412, 5.04961, -0.33160], [-3.94462, -4.47393, -2.17341], [-0.99950, -4.38625, -2.42215], [5.34260, 0.80788, -2.93938], [-1.09544, -0.39156, 5.51677], [4.96638, 4.94377, -1.43603], [0.88321, 4.13974, -3.50416], [-3.61599, 2.96752, 3.37503], [-4.68719, -4.38400, 0.01634], [-4.25325, 4.73220, 1.70635]], "forces_ev_per_angstrom": [[1.13, 0.45, -0.05], [-0.33, 0.54, -0.52], [-0.93, 0.25, 0.38], [0.17, -0.42, -0.30], [1.08, -0.50, 0.65], [0.82, -0.92, 0.93], [0.11, -0.40, -0.66], [-0.92, -1.57, 0.36], [0.41, -0.46, -0.94], [1.39, 0.44, 0.64], [-1.62, -0.03, 1.19], [-2.71, 1.26, 0.05], [-1.87, 0.19, -0.33], [1.39, -0.44, -0.83], [-0.30, 0.38, 0.90], [1.55, 0.62, -1.68], [0.94, -2.38, 0.63], [-0.48, -0.09, -0.59], [1.78, 1.33, 0.05], [1.88, -0.28, -0.69], [-1.00, 0.40, 0.51], [-0.26, 0.83, 0.82], [-0.20, -0.95, -0.32], [-1.00, 1.05, -0.07], [-0.88, 1.03, -0.40], [-0.46, 1.05, -0.55], [0.61, 0.59, 0.01], [0.52, -0.57, 0.60], [-1.02, -1.37, 1.13], [1.52, -0.97, -2.12], [1.71, 0.46, -0.54], [-1.12, 1.09, -0.07], [0.50, 0.05, -0.17], [0.63, -0.95, 0.30], [1.47, 0.15, 0.71], [0.00, 0.34, -0.29], [0.77, -0.34, -0.29], [-1.78, 0.41, -0.89], [-1.88, 0.23, 0.48], [1.27, 1.09, 0.07], [0.62, 1.83, 0.23], [-1.58, 0.10, 2.62], [0.55, 0.21, -0.27], [-1.15, 1.21, 0.91], [-0.86, -0.51, 0.22], [-0.73, -0.94, -0.60], [-0.44, -0.33, -0.52], [-0.08, 0.35, 0.07], [0.04, -0.20, -0.20], [-0.95, -0.12, -0.24], [0.22, -0.56, 0.33], [0.07, -0.74, -0.46], [0.34, -0.20, 0.11], [0.35, 0.11, -0.17], [0.11, -0.44, -0.19], [-0.03, 0.23, 0.11], [-0.81, 0.05, -0.19], [-0.24, -0.15, -0.41], [-0.26, -1.03, 0.63], [0.53, 0.26, -0.08], [0.23, -0.55, -1.24], [-0.27, 0.24, 0.39], [0.52, 0.80, 0.14], [1.12, 0.21, 0.47], [0.26, -0.36, 0.05], [-1.50, -0.12, 0.75], [0.08, 0.35, -0.24], [0.12, 0.05, 0.08], [0.04, -0.49, 0.39], [0.29, 0.38, -0.08], [0.49, 0.42, -0.35], [0.25, 0.13, -0.06], [0.30, 0.02, -0.01], [-1.08, -2.44, -0.61], [0.27, 0.51, -0.23], [-0.20, -0.13, 0.29], [0.09, 0.75, 0.30], [0.41, -0.45, -0.05]], "mulliken_charge": [0.117, -0.266, -0.130, -0.246, -0.043, -0.513, -0.520, -0.290, 0.563, -0.017, 0.387, 0.659, 0.132, -0.633, 1.842, 0.069, 0.121, -0.714, -0.397, -0.242, 0.501, 0.087, 0.280, -0.798, -0.489, 0.258, 0.404, -0.869, -0.660, 0.332, -0.648, 0.380, -0.897, -0.197, -0.309, -1.527, -0.718, -0.439, -0.387, -0.695, -0.646, -0.194, -0.467, -0.221, -0.186, -1.152, -0.201, 0.365, 0.410, 0.332, -1.446, 0.389, 0.298, 0.364, 0.581, 0.620, 0.367, 0.403, 0.354, 0.317, 0.441, 0.468, 0.248, 0.295, 0.381, 0.310, 0.428, 0.385, 0.526, 0.355, 0.468, 0.477, 0.437, 0.267, 0.342, 0.602, 0.348, 0.445]}